# 1
The ion C2N3O3 with charge -1 at a distorted geometry, computed with ωB97M-V/def2-TZVPD.

Last column: natural (NBO) charge in e.
CARTESIAN COORDINATES (ANGSTROEM)
N: -2.308 -1.463 1.587  -0.438
C: -1.424 -1.209 0.913  0.398
N: -0.607 -0.896 -0.070  -0.397
N: 0.210 0.053 0.115  0.278
O: 0.326 0.671 1.153  -0.406
C: 1.144 0.818 -1.064  0.883
O: 1.024 1.940 -0.747  -0.638
O: 1.637 0.085 -1.886  -0.680

Calculated values
**SMILES**: N#C/N=[N+](\[O-])C(=O)[O-]
**Net charge**: -1
**ΔE to the lowest compared entry with this formula, charge and spin**: 60.1 kJ/mol



# 2
A structure of composition C35H42N10O4PPbTe, computed with ωB97M-V/def2-TZVPD.

Last column: Löwdin charge in e.
CARTESIAN COORDINATES (ANGSTROEM)
Pb: -0.142 -0.397 -0.797  1.192
N: 0.183 2.122 -0.527  -0.074
C: 1.535 2.454 -0.978  -0.179
C: 2.558 1.375 -0.604  -0.587
O: 3.726 1.721 -0.381  -0.012
N: 2.080 0.126 -0.579  -0.113
C: 3.018 -0.924 -0.240  -0.156
C: 2.336 -2.202 0.258  -0.644
O: 3.046 -3.151 0.593  0.002
O: 1.046 -2.202 0.260  -0.281
H: -0.543 2.576 -1.071  0.018
H: 0.038 2.355 0.449  0.055
H: 1.904 3.405 -0.591  0.113
H: 1.518 2.516 -2.068  0.098
H: 3.730 -0.595 0.518  0.104
H: 3.629 -1.209 -1.104  0.105
N: -1.485 -2.802 1.550  0.113
C: -2.007 -2.294 2.722  -0.323
C: -3.025 -2.991 3.392  -0.044
C: -3.570 -2.511 4.564  -0.100
C: -3.114 -1.320 5.121  -0.103
C: -2.124 -0.616 4.461  -0.089
C: -1.571 -1.067 3.260  -0.310
P: -0.358 -0.053 2.353  1.066
C: -0.697 1.623 3.004  -0.385
C: 0.128 2.284 3.913  -0.085
C: -0.195 3.563 4.349  -0.086
C: -1.349 4.186 3.893  -0.090
C: -2.178 3.529 2.994  -0.083
C: -1.852 2.257 2.543  -0.123
C: 1.248 -0.486 3.100  -0.360
C: 1.400 -1.557 3.976  -0.071
C: 2.661 -1.910 4.441  -0.080
C: 3.779 -1.193 4.042  -0.083
C: 3.637 -0.123 3.170  -0.075
C: 2.381 0.222 2.696  -0.119
H: -0.491 -2.689 1.347  0.036
H: -1.819 -3.720 1.306  0.085
H: -3.375 -3.928 2.972  0.105
H: -4.357 -3.074 5.053  0.098
H: -3.536 -0.942 6.042  0.094
H: -1.779 0.327 4.868  0.103
H: 1.024 1.799 4.280  0.098
H: 0.457 4.071 5.050  0.099
H: -1.599 5.184 4.233  0.098
H: -3.073 4.010 2.618  0.107
H: -2.495 1.767 1.817  0.035
H: 0.533 -2.124 4.289  0.102
H: 2.767 -2.756 5.109  0.099
H: 4.763 -1.479 4.395  0.099
H: 4.501 0.433 2.828  0.111
H: 2.297 1.038 1.986  0.103
Te: -3.599 1.386 -1.003  0.543
C: -3.637 3.510 -1.100  -0.711
C: -4.598 4.175 -1.873  -0.196
C: -4.607 5.560 -1.993  -0.118
C: -3.656 6.331 -1.336  -0.125
C: -2.702 5.694 -0.554  -0.109
C: -2.695 4.309 -0.440  -0.185
H: -5.354 3.591 -2.386  0.078
H: -5.366 6.037 -2.603  0.092
H: -3.662 7.410 -1.431  0.088
H: -1.955 6.275 -0.025  0.096
H: -1.951 3.841 0.190  0.053
N: -2.710 2.515 -4.352  0.113
N: -1.664 1.617 -4.252  -0.301
N: -1.697 0.462 -4.872  0.142
C: -0.602 -0.111 -4.404  -0.223
N: 0.067 0.689 -3.553  -0.025
N: -0.647 1.780 -3.450  0.054
H: -3.343 2.274 -3.586  -0.028
H: -2.323 3.433 -4.168  0.088
H: -0.284 -1.112 -4.641  0.093
C: 2.716 -1.624 -3.638  -0.041
N: 2.491 -2.923 -3.028  -0.067
C: 3.661 -3.752 -2.763  -0.159
C: 3.271 -5.213 -2.700  -0.153
C: 2.125 -5.375 -1.726  -0.165
N: 1.024 -4.503 -2.111  -0.074
C: -0.212 -4.746 -1.393  -0.044
C: 1.228 -3.254 -2.639  -0.491
O: 0.279 -2.471 -2.802  -0.094
H: 2.537 -1.651 -4.718  0.092
H: 3.752 -1.334 -3.465  0.090
H: 2.074 -0.864 -3.202  0.049
H: 4.131 -3.447 -1.821  0.117
H: 4.376 -3.588 -3.571  0.120
H: 4.124 -5.812 -2.381  0.115
H: 2.965 -5.555 -3.692  0.117
H: 2.447 -5.138 -0.707  0.115
H: 1.751 -6.401 -1.746  0.118
H: -0.543 -5.769 -1.587  0.085
H: -0.971 -4.047 -1.730  0.088
H: -0.050 -4.619 -0.319  0.079

Calculated values
**Net charge**: -1
**ΔE to the lowest compared entry with this formula, charge and spin**: 9.2 kJ/mol



# 3
A structure of composition C6H8O2 at a distorted geometry, computed with ωB97M-V/def2-TZVPD.

Last column: natural (NBO) charge in e.
CARTESIAN COORDINATES (ANGSTROEM)
C: -1.721 0.323 -0.449  -0.676
C: -0.215 0.844 -0.389  0.172
C: 0.318 1.072 1.078  -0.055
C: 0.194 -1.477 0.913  0.105
C: 0.386 -1.572 -0.512  -0.325
C: 0.726 -0.180 -0.851  -0.002
H: -2.083 1.471 0.142  0.206
H: -1.909 0.231 -1.591  0.251
H: -1.854 -0.574 0.360  0.258
H: 1.435 1.253 1.020  0.180
H: -0.221 1.828 1.578  0.190
H: -0.287 -1.996 1.889  0.261
H: 0.312 -2.579 -1.116  0.255
H: 1.918 -0.242 -0.488  0.176
O: 0.181 -0.160 1.523  -0.564
O: 0.388 0.979 -1.589  -0.432

Calculated values
**ΔE to the lowest compared entry with this formula, charge and spin**: 804.9 kJ/mol



# 4
An isolated molecule of C24H27NO6 at a distorted geometry, computed with ωB97M-V/def2-TZVPD.

Last column: natural (NBO) charge in e.
CARTESIAN COORDINATES (ANGSTROEM)
O: 1.247 2.635 2.186  -0.626
C: 1.212 2.423 0.988  0.632
N: 2.304 2.260 0.216  -0.602
C: 3.651 2.225 0.742  -0.266
C: 4.250 0.850 0.585  0.053
C: 4.623 0.394 -0.674  -0.251
C: 5.144 -0.878 -0.834  -0.207
C: 5.302 -1.707 0.263  -0.203
C: 4.929 -1.261 1.519  -0.199
C: 4.400 0.009 1.679  -0.243
C: -0.075 2.323 0.233  0.188
C: -1.248 2.497 0.839  -0.206
C: -2.555 2.404 0.117  -0.269
C: -3.313 1.133 0.449  0.003
C: -2.727 0.100 1.161  -0.214
C: -3.411 -1.078 1.450  -0.265
C: -4.703 -1.180 1.000  0.278
C: -5.305 -0.140 0.292  0.226
C: -4.636 1.022 0.009  -0.260
O: -6.592 -0.492 -0.027  -0.480
C: -6.781 -1.786 0.503  0.238
O: -5.596 -2.212 1.140  -0.492
C: -2.291 2.526 -1.394  -0.428
C: -1.094 1.665 -1.795  0.389
O: -1.437 0.330 -1.599  -0.542
C: -0.438 -0.624 -1.918  -0.051
C: 0.309 -1.120 -0.677  -0.423
C: 1.310 -2.216 -1.022  -0.424
C: 1.930 -2.820 0.239  -0.053
O: 2.911 -3.787 -0.048  -0.717
O: 0.079 2.037 -1.106  -0.539
H: 2.165 2.048 -0.760  0.412
H: 4.261 2.967 0.213  0.201
H: 3.580 2.501 1.796  0.242
H: 4.511 1.043 -1.532  0.204
H: 5.431 -1.222 -1.818  0.213
H: 5.702 -2.701 0.139  0.223
H: 5.044 -1.908 2.376  0.216
H: 4.099 0.353 2.658  0.219
H: -1.247 2.708 1.896  0.248
H: -3.184 3.250 0.420  0.230
H: -1.710 0.207 1.504  0.224
H: -2.949 -1.878 2.005  0.223
H: -5.121 1.819 -0.532  0.220
H: -7.606 -1.768 1.234  0.156
H: -7.034 -2.484 -0.311  0.155
H: -2.058 3.562 -1.645  0.219
H: -3.155 2.198 -1.968  0.229
H: -0.829 1.836 -2.857  0.161
H: 0.266 -0.204 -2.648  0.167
H: -0.968 -1.462 -2.383  0.185
H: -0.432 -1.501 0.028  0.207
H: 0.829 -0.289 -0.199  0.208
H: 2.111 -1.812 -1.645  0.207
H: 0.807 -3.005 -1.589  0.187
H: 2.443 -2.047 0.813  0.188
H: 1.137 -3.253 0.868  0.152
H: 2.510 -4.485 -0.579  0.462

Calculated values
**SMILES**: O=C(NCc1ccccc1)C1=C[C@H](c2ccc3c(c2)OCO3)C[C@H](OCCCCO)O1
**ΔE to the lowest compared entry with this formula, charge and spin**: 130.3 kJ/mol



# 5
An isolated molecule of C7H10 at a distorted geometry, computed with ωB97M-V/def2-TZVPD.

Last column: natural (NBO) charge in e.
CARTESIAN COORDINATES (ANGSTROEM)
C: -1.570 -0.998 -0.353  -0.390
C: -1.539 0.213 0.709  -0.296
C: -0.566 1.259 0.165  -0.395
C: 0.486 0.137 0.067  -0.053
C: 1.942 0.190 0.373  -0.408
C: 1.476 -0.132 -1.025  -0.417
C: -0.496 -0.880 0.618  -0.207
H: -1.467 -0.728 -1.391  0.207
H: -2.327 -1.758 -0.133  0.210
H: -2.603 0.121 0.576  0.265
H: -0.248 2.053 0.857  0.212
H: -0.916 1.721 -0.760  0.197
H: 2.392 1.161 0.552  0.214
H: 2.357 -0.623 0.964  0.214
H: 1.615 0.629 -1.791  0.215
H: 1.574 -1.157 -1.377  0.215
H: -0.279 -1.673 1.319  0.217

Calculated values
**SMILES**: C1[C@@H]2CC3(CC3)[C@H]12
**ΔE to the lowest compared entry with this formula, charge and spin**: 367.6 kJ/mol



# 6
A cluster of 2 separate species, C5H10O2 in total, computed with ωB97M-V/def2-TZVPD.

Last column: natural (NBO) charge in e.
CARTESIAN COORDINATES (ANGSTROEM)
C: 0.185 -0.965 -1.480  -0.354
C: -0.869 -0.157 -1.424  -0.208
C: -1.888 -0.220 -0.306  -0.552
C: -1.575 0.868 0.694  0.471
O: -0.988 0.682 1.739  -0.552
H: 0.931 -0.865 -2.265  0.203
H: 0.372 -1.714 -0.713  0.218
H: -1.009 0.623 -2.173  0.202
H: -2.901 -0.067 -0.698  0.229
H: -1.841 -1.186 0.206  0.234
H: -1.872 1.897 0.404  0.114
C: 2.123 0.470 0.825  -0.249
O: 1.493 -0.723 1.235  -0.743
H: 3.052 0.194 0.315  0.178
H: 2.374 1.122 1.676  0.165
H: 1.509 1.049 0.116  0.157
H: 0.633 -0.471 1.606  0.486

Calculated values
**SMILES**: C=CCC=O.CO
**ΔE to the lowest compared entry with this formula, charge and spin**: 235.6 kJ/mol



| no. | electronic energy (a.u.) | HOMO-LUMO gap (eV) |
| --- | --- | --- |
| 1 | -466.202001 | 9.9 |
| 2 | -3009.833893 | 6.6 |
| 3 | -383.603548 | 9.4 |
| 4 | -1436.926762 | 8.6 |
| 5 | -272.577977 | 9.8 |
| 6 | -346.935694 | 10.4 |